Entry from OMol25: C70H48I4N10O4Y as an isolated structure in a non-equilibrium geometry (the ωB97M-V functional and the def2-TZVPD basis).

Each line ends with the Löwdin charge.
Cartesian coordinates (Å):
Y  0.235  0.189  0.128  1.588
I  -0.780  9.350  -3.619  0.810
C  -0.870  7.478  -2.653  -0.724
C  0.304  6.805  -2.362  -0.141
C  0.237  5.575  -1.727  -0.022
C  -0.989  5.003  -1.384  -0.188
C  -2.152  5.713  -1.674  -0.035
C  -2.100  6.945  -2.309  -0.149
C  -1.016  3.668  -0.728  -0.084
C  -1.701  2.629  -1.370  -0.250
C  -2.490  2.783  -2.574  -0.009
C  -3.040  1.577  -2.833  -0.003
C  -2.583  0.677  -1.797  -0.249
C  -2.950  -0.675  -1.714  -0.071
C  -3.899  -1.188  -2.738  -0.193
C  -3.538  -2.235  -3.584  -0.039
C  -4.408  -2.707  -4.555  -0.148
C  -5.657  -2.123  -4.681  -0.724
I  -6.986  -2.827  -6.161  0.811
C  -6.051  -1.093  -3.846  -0.147
C  -5.172  -0.636  -2.875  -0.030
C  -2.541  -1.567  -0.713  -0.233
N  -1.714  -1.273  0.320  0.039
C  -1.684  -2.374  1.121  -0.239
C  -1.085  -2.465  2.380  -0.083
C  -1.104  -3.794  3.045  -0.194
C  -0.454  -4.876  2.451  -0.037
C  -0.416  -6.118  3.065  -0.131
C  -1.049  -6.285  4.285  -0.722
I  -1.020  -8.171  5.228  0.814
C  -1.726  -5.237  4.887  -0.152
C  -1.752  -4.000  4.261  -0.035
C  -0.473  -1.400  3.063  -0.274
C  0.037  -1.477  4.411  -0.042
C  0.558  -0.258  4.703  -0.005
C  0.364  0.565  3.535  -0.241
N  -0.236  -0.163  2.552  0.054
C  0.724  1.917  3.451  -0.063
C  0.451  2.767  2.372  -0.233
C  0.644  4.200  2.409  0.008
C  0.157  4.687  1.247  0.007
C  -0.340  3.554  0.499  -0.255
N  -0.140  2.409  1.198  0.053
C  1.401  2.531  4.626  -0.196
C  0.773  2.624  5.866  -0.032
C  1.406  3.223  6.945  -0.150
C  2.680  3.738  6.780  -0.724
I  3.646  4.654  8.416  0.810
C  3.325  3.671  5.557  -0.140
C  2.679  3.070  4.488  -0.030
C  -2.511  -3.419  0.556  0.013
C  -3.051  -2.917  -0.575  0.009
N  -1.748  1.334  -0.947  0.056
H  1.263  7.230  -2.626  0.094
H  1.153  5.046  -1.496  0.101
H  -3.111  5.303  -1.384  0.124
H  -3.012  7.483  -2.529  0.091
H  -2.603  3.685  -3.150  0.107
H  -3.680  1.316  -3.659  0.110
H  -2.558  -2.682  -3.479  0.115
H  -4.114  -3.521  -5.203  0.091
H  -7.032  -0.650  -3.946  0.092
H  -5.479  0.158  -2.207  0.126
H  0.039  -4.741  1.496  0.115
H  0.105  -6.940  2.594  0.101
H  -2.229  -5.381  5.833  0.090
H  -2.301  -3.185  4.715  0.124
H  -0.006  -2.340  5.055  0.103
H  1.028  0.048  5.622  0.105
H  1.063  4.759  3.228  0.109
H  0.108  5.718  0.941  0.110
H  -0.232  2.241  5.986  0.125
H  0.906  3.295  7.901  0.091
H  4.316  4.084  5.430  0.095
H  3.175  3.013  3.528  0.108
H  -2.680  -4.388  0.995  0.111
H  -3.750  -3.396  -1.239  0.106
O  3.355  -5.615  -0.937  0.111
C  3.367  -5.620  0.376  -0.519
O  3.901  -6.499  1.019  0.073
C  2.700  -4.483  1.072  -0.059
C  2.739  -4.309  2.437  -0.015
N  2.042  -3.193  2.708  0.044
N  1.548  -2.620  1.614  0.099
C  1.929  -3.379  0.603  -0.154
C  1.480  -2.971  -0.771  -0.546
O  1.752  -3.724  -1.727  0.029
O  0.799  -1.920  -0.858  -0.128
H  2.757  -4.877  -1.314  0.069
H  3.212  -4.909  3.194  0.137
H  1.821  -2.783  3.603  0.137
C  4.501  0.793  2.506  -0.107
N  5.115  -0.052  1.502  -0.265
C  5.744  -1.213  2.096  -0.110
C  4.132  -0.414  0.474  -0.186
C  3.705  0.800  -0.313  -0.270
C  4.769  1.527  -0.854  -0.068
C  4.560  2.685  -1.574  -0.105
C  3.256  3.113  -1.748  -0.117
C  2.213  2.382  -1.199  -0.181
C  2.349  1.185  -0.464  -0.174
H  5.249  1.100  3.240  0.084
H  3.665  0.298  3.035  0.088
H  4.107  1.683  2.015  0.074
H  6.480  -0.889  2.834  0.078
H  6.262  -1.783  1.323  0.083
H  5.031  -1.884  2.595  0.072
H  3.252  -0.878  0.921  0.086
H  4.606  -1.136  -0.199  0.129
H  5.778  1.167  -0.683  0.106
H  5.392  3.238  -1.992  0.092
H  3.054  4.014  -2.320  0.086
H  1.217  2.785  -1.359  0.040
N  -1.174  -1.056  -7.696  0.170
C  -1.415  -0.716  -9.004  -0.192
C  -1.781  -1.456  -10.122  -0.028
C  -1.944  -0.760  -11.305  -0.106
C  -1.758  0.628  -11.368  -0.106
C  -1.401  1.363  -10.255  -0.020
C  -1.226  0.679  -9.053  -0.228
N  -0.880  1.147  -7.806  0.178
C  -0.852  0.099  -7.027  -0.267
C  -0.502  0.131  -5.607  -0.135
C  -0.145  1.338  -5.014  0.009
C  0.183  1.352  -3.671  -0.117
N  0.175  0.271  -2.891  0.086
C  -0.143  -0.888  -3.467  -0.115
C  -0.481  -1.006  -4.805  -0.002
H  -1.200  -1.981  -7.306  0.149
H  -1.944  -2.524  -10.071  0.106
H  -2.228  -1.296  -12.201  0.096
H  -1.911  1.132  -12.314  0.095
H  -1.265  2.435  -10.300  0.109
H  -0.123  2.238  -5.609  0.113
H  0.467  2.282  -3.198  0.097
H  -0.098  -1.759  -2.826  0.093
H  -0.714  -1.985  -5.204  0.103

Output
Total energy: -4774.274221 Ha
E_HOMO: -4.9 eV
Energy above the lowest of the compared OMol25 structures with the same formula, charge and spin: 0.000 eV
Orbital gap: 5.6 eV
Spin multiplicity: 1
Net charge: -1

***

Entry from OMol25: one molecule with the formula C4H11N3O in a non-equilibrium geometry (the ωB97M-V functional and the def2-TZVPD basis).

Each line ends with the natural charge from an NBO analysis.
Cartesian coordinates (Å):
C  -0.242  0.651  0.048  -0.212
C  -1.210  -0.314  -0.645  -0.415
C  -0.541  -1.328  -1.652  -0.221
N  0.148  -0.623  -2.788  -0.856
N  0.913  0.107  0.786  -0.662
C  1.271  0.406  2.080  0.799
N  0.379  1.288  2.843  -0.896
O  2.289  -0.103  2.506  -0.637
H  0.079  1.297  -0.732  0.177
H  -0.893  1.345  0.696  0.189
H  -1.931  0.412  -1.177  0.210
H  -1.902  -0.826  0.119  0.216
H  0.166  -1.908  -1.000  0.166
H  -1.385  -2.003  -1.999  0.200
H  0.368  0.317  -2.658  0.358
H  1.019  -1.124  -3.087  0.367
H  1.314  -0.843  0.405  0.417
H  -0.384  1.773  2.409  0.385
H  0.541  1.476  3.843  0.413

Output
Total energy: -398.503794 Ha
E_HOMO: -9.5 eV
Energy above the lowest of the compared OMol25 structures with the same formula, charge and spin: 1.371 eV
Orbital gap: 10.3 eV
Spin multiplicity: 1
SMILES: NCCCNC(N)=O

***

Entry from OMol25: a 3-piece molecular cluster, C5H18NO2 overall in a non-equilibrium geometry (the ωB97M-V functional and the def2-TZVPD basis).

Each line ends with the natural charge from an NBO analysis.
Cartesian coordinates (Å):
C  1.203  -2.164  0.233  -0.659
C  1.332  -0.718  -0.182  -0.021
C  -0.015  -0.039  -0.635  -0.230
C  -0.447  -0.669  -1.951  -0.647
C  -1.060  -0.045  0.518  -0.598
N  1.886  0.107  0.984  -0.718
H  0.773  -2.610  -0.672  0.253
H  0.597  -2.375  1.128  0.232
H  2.175  -2.653  0.379  0.232
H  2.122  -0.649  -0.923  0.220
H  0.170  1.025  -0.864  0.217
H  -1.499  -0.552  -2.198  0.251
H  -0.131  -1.665  -2.260  0.222
H  -0.013  -0.109  -2.793  0.228
H  -0.498  0.144  1.430  0.169
H  -1.526  -1.034  0.584  0.224
H  -1.836  0.685  0.328  0.248
H  1.177  0.331  1.711  0.476
H  2.435  0.829  0.533  0.446
H  2.451  -0.423  1.658  0.431
H  0.088  1.917  3.558  0.498
H  1.480  1.944  3.756  0.492
O  0.869  1.595  3.098  -0.966
H  -3.652  2.511  -3.198  0.474
H  -4.333  2.584  -1.850  0.473
O  -3.748  2.031  -2.373  -0.946

Output
Total energy: -406.285971 Ha
E_HOMO: -13.9 eV
Energy above the lowest of the compared OMol25 structures with the same formula, charge and spin: 0.975 eV
Orbital gap: 10.8 eV
Spin multiplicity: 1
Net charge: +1

***

Entry from OMol25: a 2-piece molecular cluster, C3H12N2S overall in a non-equilibrium geometry (the ωB97M-V functional and the def2-TZVPD basis).

Each line ends with the natural charge from an NBO analysis.
Cartesian coordinates (Å):
C  0.128  0.927  -1.957  -0.818
S  1.234  1.987  -1.244  0.228
C  2.179  0.857  -0.028  -0.787
H  -0.283  1.163  -2.972  0.252
H  0.623  -0.075  -2.072  0.221
H  -0.731  0.759  -1.280  0.208
H  1.752  1.023  1.014  0.229
H  3.374  0.828  -0.066  0.247
H  2.162  -0.243  -0.237  0.219
N  -0.554  0.083  1.679  -0.854
C  -1.683  -0.448  0.901  -0.065
N  -1.454  -1.798  0.260  -0.863
H  0.232  0.072  0.981  0.351
H  -0.312  -0.471  2.502  0.361
H  -2.063  0.276  0.181  0.183
H  -2.550  -0.585  1.608  0.181
H  -1.522  -2.532  0.942  0.358
H  -0.531  -1.822  -0.212  0.349

Output
Total energy: -629.128790 Ha
E_HOMO: -8.6 eV
Energy above the lowest of the compared OMol25 structures with the same formula, charge and spin: 1.380 eV
Orbital gap: 9.5 eV
Spin multiplicity: 1
SMILES: CSC.NCN